Density functional theory data (ωB97M-V with the def2-TZVPD basis set) for a molecular structure, H26O13.

CARTESIAN COORDINATES (ANGSTROEM)
O  -1.12372  -1.91074  -0.96396
H  -0.63249  -2.47006  -1.56570
H  -1.98472  -1.81757  -1.37168
O  -0.34485  0.56412  -0.28739
H  0.46383  0.90590  0.09398
H  -0.14209  -0.34591  -0.50412
O  0.80441  0.15805  1.76283
H  0.38659  -0.69834  1.67195
H  1.54017  0.00443  2.35553
O  0.04537  -1.75846  0.77397
H  -0.21394  -2.39218  0.10509
H  0.82272  -1.33261  0.41257
O  -1.89640  -0.97764  0.87956
H  -2.03044  -1.36065  0.01263
H  -1.04780  -1.31749  1.16348
O  -0.49310  2.49717  -1.85643
H  -0.28029  1.56797  -1.76960
H  0.27410  2.95251  -1.50958
O  1.65421  -1.01028  -0.00823
H  1.95326  -0.21215  0.42741
H  2.42472  -1.57797  -0.02441
O  -1.00519  0.79474  2.43398
H  -0.62080  0.21404  3.09068
H  -0.49972  0.62576  1.63889
O  -2.36651  0.78449  -0.02639
H  -2.52329  -0.08413  0.34397
H  -1.44216  0.95801  0.15163
O  1.14729  2.00452  0.37705
H  1.05788  2.74866  -0.21834
H  0.47485  2.14786  1.04302
O  1.04664  -2.03370  -1.65747
H  1.77585  -1.88797  -2.26018
H  1.30893  -1.58897  -0.85146
O  -1.85509  0.53711  -2.18668
H  -1.97055  0.73362  -1.25702
H  -2.35284  1.21786  -2.63950
O  2.56493  0.78686  0.53676
H  3.25674  1.18682  1.06370
H  1.82333  1.38640  0.61939

Properties
Energy relative to the best compared isomer or geometry (same formula, charge and spin) ... 2567.7 kJ/mol
M ... 234.2 g mol⁻¹
Energy ... -992.7952 hartree
LUMO level ... -0.53 eV



Density functional theory data (ωB97M-V with the def2-TZVPD basis set) for a molecular structure, H2N2O2.

CARTESIAN COORDINATES (ANGSTROEM)
N  0.20471  0.04571  -0.31677
N  1.99000  -0.02536  -0.08785
O  2.51879  0.81355  -0.69960
O  2.27160  -0.79707  0.74779
H  -0.11366  -0.77037  0.09264
H  0.18754  0.24291  -1.33782

Properties
Energy relative to the best compared isomer or geometry (same formula, charge and spin) ... 246.3 kJ/mol
M ... 62.0 g mol⁻¹
Energy ... -261.0314 hartree
LUMO level ... 0.29 eV



Density functional theory data (ωB97M-V with the def2-TZVPD basis set) for 7 unconnected molecules or ions with the total composition C41H62BIN6O8.

CARTESIAN COORDINATES (ANGSTROEM)
C  4.40638  2.81465  -1.63045
C  4.54844  2.19823  -3.11962
O  3.49774  2.66036  -3.98154
C  2.44515  1.68023  -4.14747
C  1.03929  2.43145  -3.94033
C  0.35913  2.94729  -5.29477
C  -1.12273  2.41800  -5.54338
C  -2.24448  3.29051  -4.78695
C  -2.17803  3.10651  -3.20404
O  -1.25481  4.13959  -2.82360
B  -1.85054  5.35858  -2.17423
O  -1.11759  5.39637  -0.89696
C  -0.97824  6.73464  -0.38830
C  -0.70716  6.58232  1.20402
O  -1.83967  7.14012  1.91825
C  -1.52496  7.40587  3.29053
C  -0.57939  8.69059  3.46507
C  -1.45776  6.51250  -3.30847
O  -0.19332  6.71265  -3.47681
O  -2.37669  7.19066  -4.06710
O  -3.29186  4.94773  -2.12741
C  -3.43265  3.55878  -2.29459
I  -3.01611  2.60636  -0.30953
C  -4.90210  2.96987  -2.63146
O  -5.65266  2.92034  -1.38582
C  -6.58443  1.82751  -1.37014
C  -5.90062  0.38722  -1.11218
H  4.44883  3.95633  -1.72893
H  3.43681  2.52584  -1.12201
H  5.34085  2.53848  -1.02258
H  5.53233  2.64053  -3.52048
H  4.67202  1.06414  -3.09478
H  2.48981  0.82583  -3.39238
H  2.54645  1.26889  -5.21781
H  1.28401  3.36960  -3.32495
H  0.30431  1.84077  -3.29482
H  0.45370  4.08044  -5.32265
H  1.00664  2.55947  -6.16480
H  -1.23151  1.29897  -5.34690
H  -1.34030  2.56187  -6.66416
H  -2.10239  4.38292  -5.10559
H  -3.29037  2.99737  -5.15262
H  -1.91544  2.03246  -2.93243
H  0.01214  7.13489  -0.81565
H  -1.85969  7.41784  -0.59296
H  -0.68797  5.45905  1.44595
H  0.30530  6.99185  1.52016
H  -1.13617  6.48892  3.86300
H  -2.52309  7.66859  3.79736
H  0.06669  8.54958  4.39703
H  0.13664  8.84154  2.58423
H  -1.20201  9.64738  3.51499
H  -4.82406  1.92848  -3.10743
H  -5.48522  3.65934  -3.33777
H  -7.28914  1.79041  -2.26435
H  -7.25677  2.00152  -0.45331
H  -5.26857  0.12667  -2.01559
H  -6.69680  -0.41136  -0.88868
H  -5.26138  0.43321  -0.16282
N  -2.40996  -1.17898  -1.52911
C  -2.24240  -2.25566  -2.35783
C  -2.36333  -3.39536  -1.60083
C  -2.61908  -2.98962  -0.26766
C  -2.64494  -1.61570  -0.25611
H  -2.36758  -0.21063  -1.81337
H  -2.05024  -2.11828  -3.41082
H  -2.27814  -4.40836  -1.96611
H  -2.76833  -3.63155  0.58860
H  -2.80849  -0.91346  0.54713
N  0.50121  -6.19322  0.30967
C  0.55440  -4.99556  -0.35337
C  1.42175  -5.13448  -1.40826
C  1.90631  -6.46717  -1.38419
C  1.31830  -7.09693  -0.31511
H  -0.05184  -6.38015  1.12814
H  -0.02697  -4.15038  -0.01696
H  1.67865  -4.36344  -2.11873
H  2.60710  -6.91522  -2.07293
H  1.41118  -8.10629  0.05547
N  4.83839  -7.93172  2.48774
C  4.05436  -8.14140  1.38539
C  4.19188  -9.45568  1.01199
C  5.08842  -10.06294  1.92719
C  5.46853  -9.09886  2.82805
H  4.93561  -7.05529  2.97356
H  3.46957  -7.33953  0.96262
H  3.70109  -9.92816  0.17419
H  5.41811  -11.09116  1.92690
H  6.13159  -9.14209  3.67832
N  -1.84381  -5.63655  3.36941
C  -1.28166  -4.40848  3.13725
C  -1.48330  -3.63325  4.25129
C  -2.18794  -4.42366  5.19386
C  -2.39413  -5.65535  4.62350
H  -1.85112  -6.40516  2.72086
H  -0.78972  -4.19326  2.20111
H  -1.15890  -2.61102  4.37552
H  -2.50811  -4.12417  6.18045
H  -2.88422  -6.54015  4.99951
N  1.39503  2.34148  3.11270
C  1.01349  3.43886  2.38267
C  0.44260  2.99496  1.21549
C  0.47484  1.57798  1.24278
C  1.06525  1.20275  2.42618
H  1.84532  2.36862  4.01108
H  1.18242  4.43724  2.75601
H  0.04366  3.62107  0.42758
H  0.10604  0.90716  0.48101
H  1.27946  0.22728  2.83692
N  4.40672  -3.77908  3.60744
C  3.10670  -3.37151  3.74341
C  2.83058  -3.27638  5.08471
C  4.00997  -3.63459  5.78516
C  4.96692  -3.93712  4.84766
H  4.87749  -3.93671  2.73206
H  2.49197  -3.18632  2.87593
H  1.88547  -2.98064  5.51449
H  4.14377  -3.66657  6.85608
H  5.99398  -4.25098  4.95524

Properties
Charge ... -2
M ... 904.7 g mol⁻¹
Energy ... -2852.3520 hartree
LUMO level ... 2.71 eV